Arrangement P

16
Properties=species:S:1:pos:R:3:mulliken_charge:R:1 method="wB97M-V/def2-TZVPD" smiles="C[C@@H](S)C(P)=S.S" orbital_gap_ev=7.96
C -2.210 0.268 0.627 -1.119
C -1.025 0.205 -0.369 0.171
C -0.132 -0.976 -0.193 0.027
P 0.641 -1.666 -1.615 -0.006
S 0.227 1.555 -0.269 -0.250
S 3.552 0.395 0.453 -0.243
S -0.193 -1.938 1.183 -0.263
H -3.124 -0.117 0.238 0.317
H -1.954 -0.365 1.491 0.349
H -2.295 1.297 1.019 0.285
H -1.285 0.246 -1.426 0.302
H 0.494 -0.531 -2.442 0.016
H 1.959 -1.507 -1.247 0.055
H 2.383 0.809 -0.020 0.042
H 3.012 0.119 1.662 0.156
H -0.050 2.206 0.907 0.161

Arrangement Q

16
Properties=species:S:1:pos:R:3:mulliken_charge:R:1 method="wB97M-V/def2-TZVPD" smiles="SP(S)S.C=CC" orbital_gap_ev=9.49
C 0.767 -1.331 2.499 -1.007
C 2.261 -0.860 0.551 -0.841
C 1.062 -1.053 1.064 0.164
P -1.486 0.971 -2.012 0.253
S -3.127 0.670 -3.286 -0.289
S -2.562 1.013 -0.195 -0.189
S -1.071 3.037 -2.419 -0.223
H 0.061 -0.601 2.894 0.246
H 0.308 -2.315 2.598 0.269
H 1.675 -1.306 3.096 0.320
H -2.349 0.682 -4.371 0.168
H 2.402 -0.684 -0.502 0.278
H 3.151 -0.875 1.157 0.229
H 0.193 -1.045 0.413 0.346
H -1.470 0.745 0.519 0.123
H 0.186 2.951 -2.005 0.151

Bottom line: arrangement Q, by a margin of 196.7 kJ/mol.

Arrangement P

14
Properties=species:S:1:pos:R:3:mulliken_charge:R:1 method="wB97M-V/def2-TZVPD" orbital_gap_ev=10.48
C -2.136 -0.144 -0.066 -0.341
C -1.235 0.791 0.030 -0.335
C 0.280 0.727 0.213 0.016
C 1.065 -0.022 -0.979 -0.553
C 1.640 -0.907 0.065 0.408
H -3.156 0.118 -0.013 0.401
H -1.488 1.894 0.256 0.193
H 0.509 1.747 0.365 0.386
H 1.681 0.680 -1.461 0.305
H 0.436 -0.588 -1.654 0.259
H 0.838 -0.330 2.060 0.089
N 0.936 -0.228 1.114 -0.070
O 2.380 -1.873 0.013 -0.605
Cl -1.748 -1.866 0.059 -0.153

Arrangement Q

14
Properties=species:S:1:pos:R:3:mulliken_charge:R:1 method="wB97M-V/def2-TZVPD" smiles=C[C@H]1O[C@H]1[C@@H](Cl)C#N orbital_gap_ev=11.02
C 1.779 1.059 1.083 -0.954
C 1.655 0.321 -0.317 -0.171
C 0.692 -0.417 -1.083 0.071
C -0.826 -0.350 -0.816 0.032
C -1.275 1.076 -0.564 0.109
H 1.374 2.021 0.709 0.313
H 2.958 1.108 1.348 0.278
H 1.225 0.626 1.971 0.250
H 2.634 0.611 -0.821 0.295
H 0.800 -0.449 -2.104 0.467
H -1.518 -0.866 -1.534 0.384
N -1.619 2.182 -0.045 -0.470
O 1.463 -1.155 -0.275 -0.452
Cl -1.176 -1.130 0.772 -0.150

Bottom line: arrangement P, by a margin of 207.9 kJ/mol.

Arrangement P

6
Properties=species:S:1:pos:R:3:mulliken_charge:R:1 method="wB97M-V/def2-TZVPD" charge=-1 orbital_gap_ev=7.50
N 0.152 -0.840 0.072 -0.462
O 1.161 1.646 0.137 -0.574
O -0.914 1.067 1.328 -0.543
S -0.225 1.046 0.056 0.490
Br 0.664 -1.477 -1.741 -0.189
H -0.838 -1.443 0.148 0.277

Arrangement Q

6
Properties=species:S:1:pos:R:3:mulliken_charge:R:1 method="wB97M-V/def2-TZVPD" charge=-1 orbital_gap_ev=7.42
N 0.903 -0.040 -0.754 -0.350
O -0.809 -1.721 -0.318 -0.579
O -0.924 0.654 0.740 -0.547
S 0.094 -0.751 0.406 0.373
Br 2.122 1.191 0.062 -0.215
H -1.387 0.668 -0.136 0.319

Bottom line: arrangement P, by a margin of 34.3 kJ/mol.

Arrangement P

18
Properties=species:S:1:pos:R:3:mulliken_charge:R:1 method="wB97M-V/def2-TZVPD" smiles="CSSCCC=O.O" orbital_gap_ev=8.89
C 1.194 -1.008 -0.174 -0.395
C 2.371 -0.034 -0.010 -0.046
O 2.871 0.555 -0.924 -0.493
C 0.368 -1.429 1.001 -0.589
S 0.118 -0.207 2.410 -0.105
S 0.314 1.778 1.694 -0.106
C -0.904 1.944 0.383 -0.673
H 0.595 -0.638 -1.010 0.121
H 1.758 -1.863 -0.591 0.381
H 2.791 -0.008 1.023 0.376
H 0.707 -2.294 1.552 0.420
H -0.611 -1.709 0.604 0.294
H -0.933 2.952 -0.037 0.377
H -1.946 1.811 0.688 0.294
H -0.777 1.285 -0.472 0.145
H -2.182 -0.274 -2.619 0.310
H -3.024 -0.881 -1.661 0.309
O -2.710 0.020 -1.857 -0.619

Arrangement Q

18
Properties=species:S:1:pos:R:3:mulliken_charge:R:1 method="wB97M-V/def2-TZVPD" smiles=C[C@H](O)C(S)(S)CO orbital_gap_ev=9.54
C -1.701 0.262 -1.109 -1.357
C 0.672 -1.386 0.004 -0.729
C -1.200 0.312 0.357 0.345
C 0.315 0.039 0.246 -0.087
O 2.074 -1.597 -0.098 -0.530
O -1.379 1.656 0.830 -0.566
S 1.128 1.321 -0.761 -0.134
S 1.064 0.352 2.047 -0.168
H -1.195 0.725 -1.901 0.356
H -1.699 -0.842 -1.473 0.292
H -2.687 0.446 -1.278 0.499
H 0.073 -1.737 -0.899 0.238
H 0.252 -1.957 0.902 0.358
H -1.718 -0.256 1.093 0.413
H 2.652 -1.506 0.729 0.352
H -0.558 2.145 1.075 0.343
H 2.042 0.623 -1.583 0.196
H 1.864 1.400 1.818 0.181

Bottom line: arrangement P, by a margin of 105.8 kJ/mol.

Arrangement P

5
Properties=species:S:1:pos:R:3:mulliken_charge:R:1 method="wB97M-V/def2-TZVPD" charge=-1 orbital_gap_ev=8.13
O -0.727 -1.080 -0.336 -1.097
H -0.197 -1.677 -0.871 0.145
O 0.144 1.128 0.588 -0.752
H 1.035 1.382 0.404 0.231
H -0.254 0.248 0.215 0.472

Arrangement Q

5
Properties=species:S:1:pos:R:3:mulliken_charge:R:1 method="wB97M-V/def2-TZVPD" charge=-1 orbital_gap_ev=8.51
O 0.266 -0.879 0.846 -1.084
H -0.103 -0.916 1.713 0.152
O -0.448 0.707 -1.020 -0.765
H 0.423 0.919 -1.382 0.247
H -0.138 0.169 -0.157 0.450

Bottom line: arrangement Q, by a margin of 14.2 kJ/mol.

Arrangement P

9
Properties=species:S:1:pos:R:3:mulliken_charge:R:1 method="wB97M-V/def2-TZVPD" orbital_gap_ev="8.09 / 7.48"
C 0.643 1.259 0.795 0.503
C 2.024 2.496 -0.993 0.222
C -0.189 0.401 0.023 -0.844
O 0.845 1.666 1.886 -0.319
O 1.841 2.261 -2.123 -0.334
Cl 2.747 3.889 -0.326 -0.123
H 0.461 -0.257 -0.601 0.293
H -0.968 0.798 -0.740 0.294
H -0.868 -0.293 0.716 0.308

Arrangement Q

9
Properties=species:S:1:pos:R:3:mulliken_charge:R:1 method="wB97M-V/def2-TZVPD" orbital_gap_ev=9.42
C -0.047 -0.710 0.002 0.515
C -1.447 0.637 -0.026 0.458
C 1.201 0.033 0.093 -0.964
O -0.263 -1.882 -0.025 -0.458
O -1.138 1.766 -0.033 -0.409
Cl -2.924 -0.121 0.085 -0.101
H 1.937 -0.591 0.589 0.344
H 0.969 0.990 0.291 0.361
H 1.712 -0.122 -0.976 0.254

Arrangement R

9
Properties=species:S:1:pos:R:3:mulliken_charge:R:1 method="wB97M-V/def2-TZVPD" orbital_gap_ev="8.88 / 6.05"
C 0.348 0.806 -0.095 0.445
C -2.051 -1.090 -0.105 0.237
C 1.669 0.156 0.103 -0.766
O -0.320 1.798 -0.150 -0.318
O -2.483 -2.180 -0.308 -0.303
Cl -3.121 0.409 0.136 -0.158
H 2.518 0.813 -0.453 0.283
H 1.538 -0.826 -0.247 0.275
H 1.902 0.113 1.118 0.305

Bottom line: arrangement Q, by a margin of 150.6 kJ/mol.